Density functional theory data (ωB97M-V/def2-TZVPD) for a structure of composition C12H24CdF8NO16PS2 in a non-equilibrium geometry.

Structure (XYZ):
```
65
Properties=species:S:1:pos:R:3:forces:R:3:mulliken_charge:R:1
Cd 0.253604 -0.110054 0.192826 -2.726 -1.107 -0.838 3.755
P -0.434326 -1.294864 -3.218074 -2.270 -1.931 -1.277 1.262
F -0.137216 -2.806824 -2.583374 1.618 1.094 -0.668 -0.376
F -0.278716 -0.655194 -1.697544 -0.111 -0.860 -2.132 -0.056
F 1.097394 -1.027864 -3.582684 -0.118 0.386 0.754 -0.404
F -0.969556 0.179266 -3.698214 0.835 -0.543 0.442 -0.342
F -0.663426 -1.830124 -4.732924 0.279 -0.160 0.774 -0.380
F -1.943896 -1.735744 -2.838164 -1.038 1.116 -0.070 -0.365
N 0.408674 0.775476 1.890656 -1.345 3.631 7.548 -0.300
S 1.599174 1.460156 2.690616 7.132 2.202 -0.643 0.933
O 1.905904 0.964926 4.016686 -1.726 0.919 -0.922 -0.644
O 1.818144 2.878036 2.341286 -1.003 -2.831 0.930 -0.600
F 2.849274 0.776436 1.938696 -0.812 -0.214 -0.579 -0.272
S -0.737516 1.389236 3.089046 -4.211 -1.943 1.493 0.934
O -0.849236 2.817746 3.182206 0.999 -1.207 0.089 -0.565
O -0.973146 0.541786 4.274106 1.373 1.931 -2.790 -0.582
F -1.994616 1.046286 2.199246 -0.111 -0.362 -0.455 -0.237
C 4.640484 2.767456 -0.933604 -0.293 0.231 -1.125 -0.853
O 3.425854 2.141816 -0.422744 0.974 -0.699 0.725 -0.258
C 2.376694 1.860866 -1.150724 0.285 1.618 -0.723 0.188
O 1.561084 0.984456 -0.893524 2.897 2.803 -2.038 -0.222
O 2.314224 2.761956 -2.158784 1.634 -1.497 2.343 -0.437
C 1.296844 2.634196 -3.060184 -1.175 0.413 -1.859 -0.500
H 4.579124 3.004946 -1.995644 -0.394 -0.374 -0.059 0.350
H 5.463154 2.060066 -0.829114 -0.179 0.137 0.517 0.293
H 4.832924 3.750976 -0.504934 -0.212 -0.436 0.757 0.303
H 1.575964 3.363676 -3.820484 -0.606 0.214 -0.045 0.265
H 0.378424 2.893546 -2.533554 -0.377 -0.343 -0.623 0.142
H 1.312584 1.678196 -3.583544 -0.455 -0.230 0.442 0.263
C -3.252476 -2.190644 3.759986 -0.016 -0.939 0.669 -0.823
O -2.194876 -1.720844 2.909906 -0.428 -0.266 -2.715 -0.057
C -2.184476 -2.040334 1.574166 0.983 -0.749 0.469 0.257
O -1.212356 -1.704444 0.854136 -3.716 -1.355 1.808 -0.237
O -3.235966 -2.880344 1.224966 1.560 2.018 1.455 -0.370
C -3.342346 -3.247674 -0.119694 0.133 -0.396 -2.583 -0.212
H -4.284816 -1.978934 3.481486 0.325 0.519 -0.501 0.329
H -3.048396 -1.789204 4.752596 0.094 0.224 -0.284 0.259
H -3.187106 -3.276094 3.834936 0.078 -0.055 -0.044 0.315
H -3.216176 -2.417594 -0.814784 0.610 0.132 0.272 -0.195
H -4.309796 -3.630554 -0.444564 -0.465 0.036 1.216 0.301
H -2.665236 -4.054124 -0.401224 0.444 0.263 0.254 0.305
C -1.229046 4.056156 0.414226 0.603 0.951 0.037 -0.531
O -2.363186 3.272306 0.233496 -1.759 -2.797 -0.732 -0.349
C -2.301636 2.047106 -0.369514 0.525 2.246 -0.588 0.318
O -1.224256 1.496576 -0.577604 -2.158 0.174 0.009 -0.322
O -3.549056 1.774036 -0.793354 0.984 -0.425 0.545 -0.401
C -3.840026 0.671806 -1.681834 -0.333 -0.620 0.050 -0.252
H -1.462296 4.620726 1.316976 0.543 0.013 -0.064 0.225
H -1.203446 4.730876 -0.441464 0.281 0.203 0.007 0.289
H -0.280336 3.524396 0.486826 -0.203 -0.180 0.220 0.217
H -3.492796 -0.301684 -1.335634 0.908 0.362 -0.039 -0.199
H -3.547566 0.900626 -2.706634 0.387 -0.106 0.256 0.323
H -4.915086 0.491986 -1.678964 -0.140 0.803 0.168 0.316
C 1.774424 -3.177904 2.479446 -1.018 0.005 1.780 -0.575
O 2.655324 -3.334264 1.361316 -1.157 0.471 0.742 -0.385
C 2.434694 -2.520834 0.358936 0.013 1.763 -1.432 0.678
O 1.683284 -1.536524 0.278666 2.521 -3.527 1.070 -1.111
O 3.227624 -2.855214 -0.626224 0.800 -0.395 -0.630 -0.389
C 3.566834 -1.900544 -1.651064 -0.475 0.921 -0.494 -0.299
H 1.715144 -2.217744 2.991966 0.802 0.643 -0.763 0.192
H 2.073744 -3.829674 3.300246 0.387 -0.408 -0.604 0.362
H 0.717024 -3.369834 2.297326 0.162 -0.414 -0.809 0.192
H 2.711164 -1.396684 -2.100564 -0.318 -0.289 0.430 -0.089
H 4.067574 -2.368874 -2.498434 0.061 -0.589 0.587 0.308
H 4.208014 -1.116844 -1.247584 0.119 -0.197 0.276 0.317
```
Positions in Å, forces in eV/Å.

The net charge is 0. As for the total energy: -3834.749875 Eh. For the LUMO energy, the calculation gives -0.0037 Eh. The molar mass is 797.82 g/mol. The gap between HOMO and LUMO is 0.388 Eh. As for the largest force on an atom: 0.16498 Eh/bohr.